C20H44BFNO9S5 | ωB97M-V/def2-TZVPD

Calculated values
Largest force on an atom   5.8 eV/Å
Kohn-Sham gap   5.734 eV

The geometry in ORCA input format:
```
! wB97M-V def2-TZVPD RIJCOSX def2/J DEFGRID3
* xyz 1 1
C -2.694 2.803 3.035
C -2.451 4.414 2.658
N -3.064 5.331 3.694
S -4.082 6.567 2.998
F -3.595 6.989 1.392
B -5.850 5.841 2.860
O -7.019 6.732 2.567
C -6.204 4.244 3.087
C -6.021 3.343 1.730
H -3.697 2.747 3.642
H -1.791 2.443 3.686
H -2.785 2.220 1.999
H -2.867 4.542 1.571
H -1.270 4.570 2.728
H -2.292 5.870 4.189
H -7.456 6.465 1.703
H -5.588 3.884 4.014
H -7.353 4.156 3.397
H -5.988 2.212 2.052
H -6.996 3.533 1.070
H -5.053 3.691 1.138
C -2.878 0.782 -3.291
C -2.098 -0.389 -2.696
C -1.505 0.081 -1.369
S -2.598 1.355 -0.757
O -1.881 2.613 -0.750
O -3.305 0.858 0.407
C -3.710 1.347 -2.150
H -3.506 0.468 -4.130
H -2.178 1.543 -3.658
H -2.782 -1.229 -2.518
H -1.316 -0.742 -3.375
H -1.452 -0.733 -0.641
H -0.515 0.522 -1.508
H -4.075 2.357 -2.343
H -4.546 0.684 -1.907
C 2.559 0.848 2.103
C 3.748 0.234 1.367
C 3.191 -0.656 0.257
S 1.607 0.038 -0.191
O 0.572 -0.910 0.164
O 1.700 0.625 -1.513
C 1.615 1.346 1.019
H 2.869 1.658 2.770
H 2.064 0.081 2.710
H 4.358 1.033 0.927
H 4.393 -0.336 2.043
H 3.845 -0.664 -0.619
H 3.026 -1.678 0.608
H 0.601 1.525 1.382
H 2.008 2.246 0.537
C 6.967 -3.438 -0.294
C 7.420 -2.603 -1.490
C 7.260 -1.132 -1.110
S 7.435 -1.053 0.666
O 6.170 -0.640 1.236
O 8.685 -0.395 0.993
C 7.626 -2.806 0.923
H 7.248 -4.489 -0.402
H 5.876 -3.387 -0.199
H 8.474 -2.815 -1.705
H 6.846 -2.842 -2.391
H 8.026 -0.509 -1.579
H 6.265 -0.757 -1.369
H 7.159 -3.098 1.865
H 8.697 -3.026 0.950
C -1.661 -4.203 -1.427
C -2.184 -5.530 -1.974
C -1.447 -5.809 -3.283
S 0.139 -4.999 -3.145
O 0.198 -3.933 -4.123
O 1.178 -6.002 -3.028
C -0.146 -4.278 -1.541
H -1.979 -4.036 -0.393
H -2.043 -3.375 -2.037
H -1.973 -6.330 -1.254
H -3.268 -5.505 -2.128
H -1.296 -6.880 -3.439
H -1.974 -5.378 -4.139
H 0.338 -3.302 -1.478
H 0.272 -4.955 -0.790
*
```

These are the Löwdin partial charges, in e, on atoms 1 to 5:
1. C -0.075
2. C -0.264
3. N -0.228
4. S 1.245
5. F -0.305